The following is a quantum chemistry calculation of a molecular structure, C41H63AsIN3O3P3PdSi3Te, from OMol25.

Geometry (Å):
Pd (-0.32623, -0.48850, 0.03856)
C (-0.90365, -3.07345, 2.62040)
N (-1.32971, -1.65501, 2.62530)
P (-2.31021, -1.23050, 1.26077)
C (-3.56264, -0.11380, 1.92629)
C (-4.20027, 0.79370, 1.08644)
C (-5.25066, 1.56163, 1.56845)
C (-5.67124, 1.41408, 2.88239)
C (-5.04735, 0.49424, 3.71649)
C (-3.99280, -0.26915, 3.24336)
C (-3.28744, -2.61464, 0.66708)
C (-3.62786, -2.54130, -0.68300)
C (-4.57135, -3.41029, -1.21025)
C (-5.16115, -4.36323, -0.39311)
C (-4.82527, -4.43633, 0.95429)
C (-3.90470, -3.55323, 1.49392)
P (-0.01837, -0.54498, 2.42519)
C (-0.71505, 1.05406, 2.90879)
C (-0.67253, 2.11340, 2.00724)
C (-1.25958, 3.32896, 2.33043)
C (-1.86604, 3.49681, 3.56707)
C (-1.88196, 2.45215, 4.48223)
C (-1.31038, 1.23366, 4.15511)
C (1.16141, -0.89288, 3.74007)
C (2.43280, -0.33220, 3.63199)
C (3.33558, -0.45434, 4.67645)
C (2.97228, -1.13799, 5.82878)
C (1.70173, -1.68765, 5.94450)
C (0.79082, -1.56189, 4.90756)
H (-0.83388, -3.45614, 1.60175)
H (-1.61666, -3.67732, 3.17840)
H (0.07350, -3.17877, 3.08639)
H (-3.90791, 0.87249, 0.04609)
H (-5.75298, 2.26213, 0.91442)
H (-6.49586, 2.00679, 3.25523)
H (-5.38767, 0.36886, 4.73589)
H (-3.50179, -0.98022, 3.89617)
H (-3.16329, -1.78830, -1.31035)
H (-4.84486, -3.34609, -2.25528)
H (-5.89524, -5.04526, -0.80086)
H (-5.30008, -5.17108, 1.59075)
H (-3.69366, -3.58701, 2.55520)
H (-0.18496, 1.96958, 1.04443)
H (-1.26783, 4.15093, 1.62245)
H (-2.32534, 4.44295, 3.82074)
H (-2.34891, 2.58746, 5.44850)
H (-1.33943, 0.41625, 4.86532)
H (2.72036, 0.20322, 2.73374)
H (4.32208, -0.01851, 4.59268)
H (3.67859, -1.23910, 6.64172)
H (1.41767, -2.21109, 6.84748)
H (-0.20199, -1.98177, 5.01209)
C (1.18505, -6.14707, -1.74117)
Si (0.04926, -5.17244, -0.61498)
C (0.27728, -5.92552, 1.07919)
C (-1.73474, -5.26729, -1.14721)
As (0.75041, -2.78759, -0.85273)
Si (0.68116, -2.54276, -3.24697)
C (-1.14045, -2.49043, -3.69240)
C (1.51615, -0.94472, -3.72963)
C (1.52729, -3.92019, -4.16667)
Si (3.01388, -2.66333, -0.06852)
C (3.46530, -0.86110, 0.10808)
C (4.15270, -3.45150, -1.31514)
C (3.07817, -3.52016, 1.58230)
H (1.36129, -7.10884, -1.25191)
H (2.15553, -5.69379, -1.92509)
H (0.71979, -6.35450, -2.70325)
H (-0.17326, -6.91878, 0.96093)
H (-0.21939, -5.45739, 1.92292)
H (1.32515, -6.09312, 1.32566)
H (-1.85262, -6.07085, -1.87814)
H (-2.10927, -4.34910, -1.59117)
H (-2.37355, -5.49689, -0.29151)
H (-1.73485, -1.92816, -2.96874)
H (-1.56434, -3.49457, -3.73385)
H (-1.26780, -2.06242, -4.69328)
H (1.09824, -0.06975, -3.24495)
H (1.40104, -0.84218, -4.81425)
H (2.58851, -0.98262, -3.52077)
H (0.92704, -4.82491, -4.22645)
H (2.50594, -4.18147, -3.76797)
H (1.67576, -3.55737, -5.18879)
H (3.68485, -0.41518, -0.86018)
H (4.37229, -0.81196, 0.71951)
H (2.68685, -0.26654, 0.58652)
H (4.02549, -3.03754, -2.31646)
H (4.04016, -4.53354, -1.36886)
H (5.18279, -3.25068, -1.00602)
H (2.70676, -2.87680, 2.37959)
H (4.12302, -3.75258, 1.80834)
H (2.52331, -4.45603, 1.60926)
I (-1.53434, 4.85039, -2.13725)
C (-1.62821, 2.80919, -2.35827)
C (-1.50478, 2.06932, -3.51528)
N (-1.52355, 0.78784, -3.13088)
N (-1.66057, 0.63795, -1.80363)
C (-1.74491, 1.87104, -1.32576)
H (-1.41217, 2.35852, -4.54846)
H (-1.46367, -0.03050, -3.71837)
H (-1.88252, 2.04699, -0.27030)
C (5.77409, 2.03272, -1.41651)
C (4.52907, 2.04681, -2.25647)
O (3.46329, 2.72408, -1.46981)
P (1.93826, 2.50698, -1.68119)
O (1.31181, 1.25888, -1.21864)
Te (1.25882, 4.46763, -0.23530)
O (1.55346, 2.88527, -3.14392)
C (2.11275, 4.04389, -3.85758)
C (1.42352, 4.15213, -5.18975)
H (6.57884, 1.56680, -1.98614)
H (5.62150, 1.46037, -0.50267)
H (6.08228, 3.04545, -1.16248)
H (4.17482, 1.04716, -2.50028)
H (4.65232, 2.62010, -3.17387)
H (3.18507, 3.88721, -3.96641)
H (1.94389, 4.93101, -3.24112)
H (1.55502, 3.23757, -5.76661)
H (1.86478, 4.97457, -5.75261)
H (0.36106, 4.36023, -5.06957)

Atoms 1-2, force components in eV/Å:
-0.23 -0.48 -0.26
-0.01 -0.03 0.02

## Properties
⟨S²⟩: 6.02
2S+1: 5
DFT total energy, eV: -185344.7902
Charge: +3